Record 1
Molecular formula: C6H6O
Method: DFT, ωB97M-V/def2-TZVPD

```
13
Properties=species:S:1:pos:R:3:forces:R:3:nbo_charge:R:1
C 2.5837 0.9420 -0.0139 -0.35 -0.12 0.00 -0.222
C 1.4543 0.5267 -0.0522 0.43 0.12 -0.02 -0.015
C 0.1168 0.0307 -0.1246 0.16 0.00 -0.03 -0.197
C -1.1124 0.9174 -0.1365 -0.11 0.10 -0.10 -0.415
C -0.9569 -0.1055 0.9298 -0.11 0.22 0.32 0.122
O -1.3612 -1.3851 0.4747 -0.15 -0.06 0.04 -0.512
C -0.3124 -1.3804 -0.5177 0.15 -0.12 -0.25 -0.035
H 3.5816 1.3136 0.0212 -0.10 -0.04 0.00 0.236
H -1.8560 0.7649 -0.9139 0.03 -0.01 0.11 0.223
H -0.9339 1.9511 0.1489 0.03 -0.22 -0.01 0.234
H -0.9400 0.0839 1.9972 0.01 0.00 -0.14 0.209
H 0.4342 -2.1434 -0.2782 -0.05 0.14 -0.06 0.191
H -0.6978 -1.5159 -1.5348 0.07 0.00 0.13 0.180
```
Forces are in eV/Å.

For the LUMO energy, the calculation gives 1.0 eV. As for the gap between HOMO and LUMO: 10.290 eV. The energy above the lowest of the compared OMol25 structures with the same formula, charge and spin is 379.0 kJ/mol. The calculation puts the molar mass at 94.11 g mol⁻¹.

=====

Record 2
Molecular formula: C6H6O2
Method: DFT, ωB97M-V/def2-TZVPD

```
14
Properties=species:S:1:pos:R:3:forces:R:3:nbo_charge:R:1
C -0.2979 0.7111 0.0165 7.85 -7.67 1.28 0.082
C 0.4057 0.1709 1.3063 0.30 -1.13 2.28 -0.407
C 0.8226 -1.0518 0.3492 -0.43 3.29 0.74 -0.346
C 1.7480 -0.1062 -0.5310 0.93 -6.54 0.32 -0.199
C 0.8595 0.7859 -0.7957 2.27 0.61 -0.40 -0.193
C -0.5509 -0.7516 -0.1636 -4.74 -5.85 -1.81 0.576
H -0.9067 2.3282 0.9537 -1.85 -2.66 -4.38 0.425
H -0.5511 -0.0444 1.8402 1.25 -0.17 1.37 0.214
H 1.4486 0.5339 1.8629 -3.24 -0.06 -1.43 0.256
H 1.0609 -1.9740 0.7448 0.80 -1.78 0.65 0.228
H 2.5937 -0.7520 -0.9044 -0.56 2.13 -0.25 0.248
H 0.9420 1.5397 -1.3942 0.62 4.46 -3.90 0.205
O -1.2230 1.4426 -0.1234 -7.81 11.95 4.44 -0.553
O -1.5905 -1.4653 -0.4007 4.60 3.43 1.10 -0.537
```
Forces are in eV/Å.

For the LUMO energy, the calculation gives -1.0 eV. As for the gap between HOMO and LUMO: 8.221 eV. The energy above the lowest of the compared OMol25 structures with the same formula, charge and spin is 750.7 kJ/mol. The calculation puts the molar mass at 110.11 g mol⁻¹.

=====

Record 3
Molecular formula: C6H6O2PS2
Method: DFT, ωB97M-V/def2-TZVPD

```
17
Properties=species:S:1:pos:R:3:forces:R:3:nbo_charge:R:1
C 1.6252 -0.2135 -0.4698 0.07 -0.09 0.04 -0.216
C 0.9657 -0.6160 0.6813 0.19 -0.08 -0.02 -0.227
C 1.0065 0.6457 -1.3670 0.08 0.06 -0.14 -0.230
C -0.3131 -0.1570 0.9423 0.00 0.02 0.08 -0.210
C -0.2669 1.1142 -1.1049 0.16 0.05 -0.08 -0.201
C -0.9122 0.7167 0.0516 -0.61 0.25 0.23 -0.348
O -2.8632 2.6495 -0.2263 0.24 0.09 -0.52 -1.103
O -3.1224 0.9131 1.6735 0.28 -0.28 0.12 -1.119
P -2.5817 1.3324 0.3627 -0.89 -0.78 -0.68 2.198
S -3.4622 -1.8947 0.2621 0.07 -0.85 0.10 -0.260
S -3.6066 -0.5332 -1.2649 0.48 1.59 0.59 -0.523
H 2.6252 -0.5751 -0.6715 0.04 -0.02 -0.02 0.198
H 1.4517 -1.2887 1.3747 0.02 -0.06 0.03 0.202
H 1.5215 0.9464 -2.2701 0.02 0.02 -0.03 0.201
H -0.8519 -0.4589 1.8271 -0.03 -0.02 0.07 0.235
H -0.7847 1.7839 -1.7753 0.04 0.06 -0.11 0.233
H -3.5122 -0.9885 1.2432 -0.16 0.04 0.33 0.170
```
Forces are in eV/Å.

The total charge is -1. For the LUMO energy, the calculation gives 3.3 eV. As for the gap between HOMO and LUMO: 6.895 eV. The energy above the lowest of the compared OMol25 structures with the same formula, charge and spin is 0.0 kJ/mol. The calculation puts the molar mass at 205.22 g mol⁻¹.

=====

Record 4
Molecular formula: C6H6O2S3
Method: DFT, ωB97M-V/def2-TZVPD

```
17
Properties=species:S:1:pos:R:3:forces:R:3:nbo_charge:R:1
C 2.0522 -0.3280 -2.0869 -0.83 0.87 -2.14 -0.282
O 0.6648 -0.0990 -1.6995 1.19 -0.67 1.45 -0.480
C 0.5008 -0.3876 -0.4079 -1.20 1.15 0.38 0.805
O 1.3462 -0.8065 0.3452 0.02 -0.12 -0.64 -0.598
C -0.8839 0.0419 0.0620 1.47 -1.92 -1.25 -0.317
C -1.0500 0.3031 1.3539 -1.21 1.07 0.60 -0.018
C -0.0040 0.4939 2.3482 2.70 0.90 1.95 -0.679
S -2.6773 0.7085 1.8672 0.79 -0.17 0.27 0.231
S -3.5034 0.3369 0.0429 0.06 -0.20 -0.33 0.269
C -2.0215 -0.1693 -0.7531 -1.52 0.08 -1.39 -0.268
S -2.2470 -0.7642 -2.2885 0.28 0.23 0.75 -0.050
H 1.8445 -0.1672 -3.2175 1.55 -0.21 1.79 0.213
H 2.7215 0.4128 -1.5608 -0.70 -0.72 -0.90 0.201
H 2.3802 -1.3499 -1.8624 -0.21 0.32 -0.10 0.206
H -0.5345 0.8043 3.2978 1.03 -0.38 -0.72 0.223
H 0.6930 -0.4492 2.5318 -1.69 2.10 -0.45 0.289
H 0.7184 1.4195 2.0275 -1.70 -2.33 0.74 0.255
```
Forces are in eV/Å.

As for the structure (SMILES): COC(=O)c1c(C)ssc1=S. For the LUMO energy, the calculation gives -0.7 eV. As for the gap between HOMO and LUMO: 7.599 eV. The energy above the lowest of the compared OMol25 structures with the same formula, charge and spin is 78.0 kJ/mol. The calculation puts the molar mass at 206.31 g mol⁻¹.

=====

Record 5
Molecular formula: C6H6O2Sn
Method: DFT, ωB97M-V/def2-TZVPD

```
15
Properties=species:S:1:pos:R:3:forces:R:3:nbo_charge:R:1
Sn 6.6491 1.3332 -1.0384 -0.01 0.01 0.01 1.126
C 0.5421 0.3483 1.1205 -0.41 -0.44 -1.28 -0.178
C -0.7464 0.7592 1.2481 1.01 0.70 2.52 -0.232
C -1.7231 0.3975 0.3759 -3.11 0.01 -1.97 0.399
C -1.4281 -0.4194 -0.7067 2.59 -1.80 -1.86 -0.191
C -0.1209 -0.9629 -0.9207 -3.18 2.43 0.66 -0.235
C 0.8600 -0.4643 -0.0487 0.23 -0.64 0.42 0.395
O 2.1179 -0.7767 -0.2576 1.47 0.68 1.12 -0.589
O -2.9759 0.9047 0.4505 1.70 0.10 1.26 -0.568
H 1.2297 0.6395 1.9007 0.45 -0.28 -0.33 0.262
H -1.0390 1.2770 2.1496 -0.01 0.34 -0.03 0.268
H -2.1387 -0.5091 -1.5150 -0.31 -0.36 0.15 0.249
H 0.0719 -1.4611 -1.8593 0.29 -0.25 0.18 0.256
H 2.3486 -1.4487 -0.9032 -0.64 -0.25 -0.39 0.520
H -3.6470 0.3828 0.0044 -0.07 -0.24 -0.44 0.518
```
Forces are in eV/Å.

The total charge is +2. For the LUMO energy, the calculation gives -11.5 eV. As for the gap between HOMO and LUMO: 2.160 eV. The energy above the lowest of the compared OMol25 structures with the same formula, charge and spin is 112.8 kJ/mol. The calculation puts the molar mass at 228.82 g mol⁻¹.

=====

Record 6
Molecular formula: C6H6O3
Method: DFT, ωB97M-V/def2-TZVPD

```
15
Properties=species:S:1:pos:R:3:forces:R:3:nbo_charge:R:1
O 0.4732 2.6288 2.0553 -2.91 8.81 6.58 -0.441
C 0.9504 1.8319 1.4639 -6.88 -7.42 -5.79 0.472
C -0.0840 0.8524 0.6916 6.22 -0.01 1.11 0.138
C -1.3568 0.8205 0.5457 1.29 -4.86 -2.68 -0.275
C -1.6319 -0.2885 -0.3248 0.27 -1.55 0.48 -0.298
C -0.4811 -0.9706 -0.4969 0.87 0.96 -1.90 0.269
C -0.0073 -2.0919 -1.3557 -2.66 -3.81 -0.06 -0.132
O 1.1804 -1.9016 -2.0809 -2.20 -5.68 -4.65 -0.658
O 0.5762 -0.3028 0.0351 -2.06 2.09 1.78 -0.476
H 1.7594 1.4607 1.1856 8.90 -2.05 -1.41 0.115
H -2.1115 1.3915 0.5232 -4.95 5.17 1.46 0.227
H -2.6070 -0.5919 -0.6398 -0.26 -0.07 -0.29 0.227
H 0.0797 -2.9440 -0.5487 -0.06 0.76 -1.91 0.171
H -0.6531 -2.3179 -2.2293 -0.90 -0.32 1.52 0.212
H 1.3594 -1.3168 -1.5101 5.31 7.98 5.76 0.449
```
Forces are in eV/Å.

As for the structure (SMILES): O=Cc1ccc(CO)o1. For the LUMO energy, the calculation gives 0.5 eV. As for the gap between HOMO and LUMO: 9.650 eV. The energy above the lowest of the compared OMol25 structures with the same formula, charge and spin is 496.4 kJ/mol. The calculation puts the molar mass at 126.11 g mol⁻¹.